Molecular formula: C3H5NO2
Method: DFT, the ωB97M-V functional and the def2-TZVPD basis

Geometry as XYZ:
```
11
C3H5NO2 | OMol25 | the ωB97M-V functional and the def2-TZVPD basis
H 2.213 0.798 -0.633
N 1.414 0.297 -0.296
C 1.274 0.016 0.931
O 0.174 -0.687 1.190
C -0.407 -0.814 -0.201
C -1.381 0.298 -0.454
O -0.272 -1.827 -0.801
H 1.910 0.274 1.784
H -2.344 -0.089 -0.110
H -1.128 1.198 0.108
H -1.452 0.535 -1.518
```

Properties
charge = 0
strongest force on any atom = 0.9 eV/A
E = -322.52325 hartree
energy above the lowest of the compared OMol25 structures with the same formula, charge and spin = 134.11 kJ/mol
SMILES = [H]/N=C/OC(C)=O



Molecular formula: C8H16O2Si
Method: DFT, the ωB97M-V functional and the def2-TZVPD basis

Geometry as XYZ:
```
27
C8H16O2Si | OMol25 | the ωB97M-V functional and the def2-TZVPD basis
C -0.218 2.314 0.175
C -0.611 3.598 -0.563
C 0.570 2.527 1.430
C -1.667 3.424 -1.612
C 2.365 -2.404 1.235
C -1.243 -3.493 -0.543
C 1.622 -1.437 0.314
C -1.191 -1.971 -0.648
O -0.529 1.199 -0.229
O -0.089 4.656 -0.277
Si -0.225 -1.228 0.845
H 1.317 3.301 1.275
H -0.105 2.876 2.211
H 1.024 1.592 1.747
H -2.620 3.763 -1.206
H -1.439 4.035 -2.482
H -1.754 2.376 -1.883
H 2.354 -2.050 2.263
H 1.901 -3.388 1.215
H 3.403 -2.513 0.924
H -1.815 -3.923 -1.363
H -0.242 -3.920 -0.573
H -1.710 -3.796 0.392
H 1.696 -1.806 -0.715
H 2.130 -0.471 0.334
H -2.206 -1.576 -0.677
H -0.717 -1.687 -1.592
```

Properties
charge = 0
strongest force on any atom = 1.5 eV/A
E = -754.32227 hartree
energy above the lowest of the compared OMol25 structures with the same formula, charge and spin = 263.71 kJ/mol



The highest energy above the lowest of the compared OMol25 structures with the same formula, charge and spin belongs to which entry?
C8H16O2Si



Which value of strongest force on any atom does entry 2 give?
1.5 eV/A



Which value of energy above the lowest of the compared OMol25 structures with the same formula, charge and spin does entry 2 give?
263.71 kJ/mol